[1]
Here is CH20O9 as an isolated structure from the Open Molecules 2025 dataset. Energies are from ωB97M-V/def2-TZVPD.

Positions of all 30 atoms, in Å:
C -1.032 -1.506 1.548
O -2.100 -2.166 2.249
H -0.775 -0.539 1.981
H -0.106 -2.074 1.456
H -1.311 -1.379 0.502
H -2.776 -1.485 2.262
O 0.538 2.493 -0.863
H 1.050 1.720 -0.625
H 0.885 3.191 -0.307
O -1.437 2.291 -0.539
H -1.662 1.599 0.082
H -0.481 2.279 -0.576
O -0.144 -1.268 -1.971
H -0.905 -1.818 -1.786
H -0.411 -0.733 -2.718
O 1.853 -0.618 -2.044
H 0.903 -0.601 -2.157
H 2.064 -1.545 -1.928
O 0.201 0.198 0.120
H -0.086 -0.329 -0.625
H -0.610 0.464 0.552
O 1.991 -0.814 0.925
H 1.433 -0.134 1.304
H 2.716 -0.902 1.545
O 1.999 0.959 -0.408
H 1.672 0.517 0.376
H 2.139 0.255 -1.040
O -1.580 0.854 0.732
H -1.789 0.776 1.663
H -2.239 0.317 0.293

frontier orbital gap = 7.05 eV
highest occupied orbital energy = -7.70 eV
LUMO = -0.65 eV
ΔE to the lowest compared entry with this formula, charge and spin = 17.805 eV
net charge = 0

[2]
Here is a 11-piece molecular cluster, CH22ClN2O14 overall from the Open Molecules 2025 dataset. Energies are from ωB97M-V/def2-TZVPD.

Positions of all 40 atoms, in Å:
Cl -10.079 -22.304 -8.223
O -8.805 -22.756 -8.703
O -10.658 -21.347 -9.154
O -11.019 -23.407 -8.199
O -9.873 -21.632 -6.976
O -7.045 -26.128 -11.947
H -7.867 -26.111 -11.458
H -6.365 -26.064 -11.277
O -15.314 -21.479 -9.727
H -15.400 -20.862 -10.454
H -14.537 -21.182 -9.252
O -9.189 -19.514 -14.055
H -9.417 -20.378 -14.399
H -9.161 -19.634 -13.105
O -6.948 -24.801 -4.965
H -7.390 -24.131 -5.487
H -6.026 -24.728 -5.213
O -5.251 -21.086 -11.989
H -5.303 -21.748 -11.299
H -4.806 -20.345 -11.577
O -7.611 -17.804 -8.604
H -7.563 -17.560 -7.680
H -7.994 -18.681 -8.601
O -15.897 -23.606 -5.917
H -15.203 -24.233 -5.713
H -16.173 -23.267 -5.066
O -11.300 -25.281 -3.710
H -11.893 -25.935 -4.079
H -10.598 -25.203 -4.356
O -15.311 -26.062 -9.370
H -15.448 -26.953 -9.050
H -14.373 -26.016 -9.557
C -11.230 -24.039 -14.616
O -10.294 -24.792 -14.807
N -11.928 -23.939 -13.516
N -11.777 -23.271 -15.463
H -11.734 -24.630 -12.805
H -12.472 -23.121 -13.283
H -11.512 -23.269 -16.437
H -12.580 -22.723 -15.187

frontier orbital gap = 8.64 eV
highest occupied orbital energy = -6.28 eV
LUMO = 2.36 eV
net charge = -1

[3]
Here is CH24BeO15 as an isolated structure from the Open Molecules 2025 dataset. Energies are from ωB97M-V/def2-TZVPD.

Positions of all 41 atoms, in Å:
Be -1.386 -1.296 -0.492
C -0.580 0.001 0.457
O -1.234 0.188 -0.692
O 0.569 0.554 0.382
O -0.653 -1.201 0.803
O -0.209 0.963 -2.759
H -0.587 1.731 -3.215
H -0.640 0.930 -1.938
O -1.186 -4.068 0.420
H -0.223 -4.227 0.445
H -1.358 -3.611 1.276
O 2.459 0.945 -1.355
H 1.766 0.596 -0.765
H 1.977 1.591 -1.838
O 0.300 -1.761 3.300
H -0.363 -1.480 3.931
H -0.013 -1.518 2.457
O -2.993 -1.831 -0.462
H -3.631 -1.109 -0.529
H -3.406 -2.458 0.174
O 1.982 -1.864 0.131
H 1.299 -1.264 0.451
H 1.857 -1.720 -0.777
O 0.431 1.800 2.788
H 1.073 2.510 2.659
H 0.376 1.341 1.947
O -0.528 -2.294 -1.558
H -0.410 -3.264 -1.614
H -0.734 -2.122 -2.544
O 2.882 0.204 1.814
H 3.125 -0.708 1.896
H 2.077 0.276 1.306
O 2.188 3.129 0.660
H 2.472 3.959 0.294
H 2.084 2.489 -0.052
O -0.398 3.088 -0.668
H -0.201 2.133 -0.489
H 0.030 3.571 0.039
O -2.975 2.137 -2.168
H -2.728 1.231 -2.330
H -2.511 2.429 -1.384

frontier orbital gap = 8.17 eV
highest occupied orbital energy = -9.49 eV
LUMO = -1.32 eV
ΔE to the lowest compared entry with this formula, charge and spin = 1.493 eV
net charge = 0

[4]
Here is a 13-piece molecular cluster, CH24O15 overall from the Open Molecules 2025 dataset. Energies are from ωB97M-V/def2-TZVPD.

Positions of all 40 atoms, in Å:
C 0.125 0.169 -0.218
O -0.814 0.952 0.280
O 0.072 -1.101 0.034
O 1.057 0.764 -0.774
O 0.091 0.001 -3.244
H 0.246 0.281 -2.382
H 0.942 -0.140 -3.736
O 0.984 -3.141 -1.426
H 0.948 -3.682 -0.617
H 0.706 -2.278 -1.174
O 2.612 1.859 0.818
H 3.231 2.244 0.152
H 1.922 1.443 0.259
O 2.887 -1.012 -1.685
H 2.883 -0.731 -2.587
H 2.409 -0.386 -1.204
O -3.181 0.214 1.192
H -2.329 0.322 0.766
H -3.364 -0.695 1.139
O 2.518 -1.289 1.295
H 2.258 -2.028 1.819
H 1.713 -1.222 0.749
O -2.456 -2.229 -0.286
H -1.638 -1.816 0.001
H -2.356 -3.166 -0.155
O -1.921 1.862 -1.718
H -1.405 1.271 -1.105
H -1.207 2.370 -2.138
O -0.750 -2.591 2.103
H -0.390 -1.958 1.449
H -0.242 -2.530 2.902
O -1.536 2.991 1.627
H -1.007 2.303 1.228
H -1.355 2.822 2.552
O -0.960 0.483 2.793
H -1.875 0.213 2.844
H -0.770 0.515 1.858
O 0.607 3.367 -0.953
H 0.427 2.461 -0.628
H 0.919 3.088 -1.826

frontier orbital gap = 8.73 eV
highest occupied orbital energy = -3.42 eV
LUMO = 5.31 eV
ΔE to the lowest compared entry with this formula, charge and spin = 2.519 eV
net charge = -2

[5]
Here is a 13-piece molecular cluster, CH24O18P overall from the Open Molecules 2025 dataset. Energies are from ωB97M-V/def2-TZVPD.

Positions of all 44 atoms, in Å:
O -4.048 -0.192 -2.160
H -3.856 -0.630 -1.327
H -5.003 -0.107 -2.221
H -3.674 0.691 -2.141
O 1.070 -0.481 0.005
H 0.194 -0.664 0.350
H 1.669 -0.419 0.753
H 1.011 0.371 -0.434
C -0.664 3.453 -2.351
O -0.927 4.550 -2.846
O -1.505 3.004 -1.546
O 0.398 2.869 -2.501
P -3.911 -1.477 2.127
O -3.850 -0.232 3.022
O -2.762 -1.511 1.118
O -5.179 -1.573 1.263
O -3.744 -2.490 3.254
O 3.151 0.326 2.958
H 4.013 -0.090 2.930
H 3.339 1.265 2.968
O 3.935 -3.931 -2.538
H 4.162 -4.549 -1.843
H 2.984 -3.843 -2.480
O 4.905 1.644 -1.630
H 4.427 2.201 -2.245
H 5.071 2.208 -0.874
O -0.564 -4.043 -1.485
H -1.057 -4.679 -2.003
H -1.233 -3.482 -1.093
O 0.365 0.501 -5.892
H -0.568 0.639 -6.058
H 0.545 1.005 -5.099
O -0.211 -4.304 2.268
H -0.304 -4.259 1.316
H -0.895 -3.726 2.604
O -1.334 2.893 2.786
H -1.928 2.170 2.985
H -1.366 2.974 1.833
O 2.594 5.012 0.132
H 2.267 5.903 0.014
H 2.284 4.537 -0.639
O -0.316 -0.516 5.647
H 0.129 -0.158 4.879
H 0.389 -0.862 6.194

frontier orbital gap = 1.91 eV
highest occupied orbital energy = 3.40 eV
LUMO = 5.31 eV
net charge = -3

[6]
Here is a 12-piece molecular cluster, CH26O14 overall from the Open Molecules 2025 dataset. Energies are from ωB97M-V/def2-TZVPD.

Positions of all 41 atoms, in Å:
O -0.026 -1.665 3.022
H -0.072 -1.296 2.137
H -0.797 -2.215 3.184
H 0.027 -1.008 3.720
O -1.239 2.329 2.698
H -0.654 2.376 3.458
H -1.092 3.114 2.166
H -1.057 1.578 2.128
O 1.909 1.734 1.869
H 1.712 2.674 1.880
H 2.031 1.370 2.749
H 1.158 1.327 1.433
O -1.354 2.854 -1.040
H -1.577 3.028 -1.957
H -0.563 3.370 -0.868
H -1.062 1.944 -0.950
C -0.385 -0.065 0.065
O -0.360 0.434 -1.017
O -0.186 -1.284 0.169
O -0.335 0.621 1.142
O 2.380 -1.345 1.640
H 1.800 -1.725 0.980
H 3.224 -1.257 1.196
O -0.136 1.249 -3.987
H -0.014 0.607 -4.686
H -0.407 0.730 -3.229
O -1.946 -3.316 -0.373
H -2.182 -2.985 -1.240
H -1.392 -2.631 0.002
O 1.358 -1.253 -2.387
H 0.800 -0.702 -1.838
H 0.951 -2.119 -2.349
O 0.998 -3.698 0.455
H 1.124 -4.007 -0.442
H 0.404 -2.952 0.370
O 1.927 1.895 -0.848
H 1.627 2.791 -0.994
H 1.152 1.354 -1.001
O -2.821 -0.342 -2.558
H -2.873 -1.288 -2.698
H -2.053 -0.223 -2.001

frontier orbital gap (spin up / spin down) = 7.74 / 3.00 eV
highest occupied orbital energy (spin up / spin down) = -19.20 / -18.96 eV
multiplicity = 2
LUMO (spin up / spin down) = -11.46 / -15.96 eV
net charge = +3

E
In order: -19772.084 -45556.322 -32542.425 -32141.427 -47560.263 -30086.478
Unit: eV
Molar mass
In order: 176.162 321.640 285.200 276.188 355.159 262.205
Unit: g/mol